C27H53N10SeW | ωB97M-V with the def2-TZVPD basis set

Results
Largest force on an atom (hartree/bohr): 0.0086
Multiplicity: 3
Total energy (eV): -110908.0196
⟨S²⟩: 2.05
Charge: +3
Kohn-Sham gap (alpha / beta) (eV): 6.4 / 6.9
Relative energy (zero: lowest compared OMol25 entry of this formula, charge and spin) (eV): 0.0000

Geometry as XYZ:
```
92
Properties=species:S:1:pos:R:3:lowdin_charge:R:1
W -0.049 -0.845 -0.227 1.391
C -4.004 1.847 1.301 -0.018
N -2.742 2.417 0.827 -0.125
C -2.732 3.886 0.769 -0.007
C -1.663 1.680 0.515 -0.367
N -1.699 0.491 -0.094 -0.065
C -2.825 0.026 -0.908 -0.160
C -2.989 -1.480 -0.691 -0.088
N -1.681 -2.218 -0.454 -0.284
C -1.756 -3.005 0.820 -0.132
C -1.674 -2.032 1.976 -0.183
N -0.435 -1.243 1.815 -0.114
C 0.186 -0.849 2.959 -0.381
N -0.504 -0.396 4.011 -0.100
C -0.079 -0.630 5.399 0.004
C -1.781 0.295 3.880 -0.019
N 1.532 -0.940 3.028 -0.123
C 2.334 -0.060 3.879 -0.025
C 2.182 -2.223 2.715 -0.040
C -1.315 -3.067 -1.625 -0.161
C -1.045 -2.158 -2.821 -0.171
N -0.480 -0.872 -2.363 -0.100
C -0.200 0.055 -3.286 -0.375
N -0.801 0.127 -4.481 -0.094
C -0.093 0.652 -5.660 0.000
C -2.167 -0.304 -4.777 -0.017
N 0.734 1.017 -2.970 -0.181
C 2.140 0.618 -2.830 -0.036
C 0.562 2.387 -3.450 -0.042
N -0.443 2.155 0.886 -0.109
C -0.254 2.964 2.098 -0.006
C 0.769 1.698 0.258 -0.061
H -4.307 2.397 2.193 0.112
H -4.801 1.944 0.562 0.106
H -3.874 0.802 1.574 0.082
H -3.590 4.207 0.179 0.111
H -2.814 4.326 1.762 0.103
H -1.827 4.237 0.282 0.101
H -3.764 0.506 -0.667 0.108
H -2.615 0.248 -1.950 0.092
H -3.613 -1.658 0.182 0.124
H -3.493 -1.944 -1.538 0.140
H -2.675 -3.593 0.836 0.151
H -0.905 -3.685 0.835 0.131
H -2.563 -1.396 1.990 0.093
H -1.664 -2.585 2.917 0.148
H 0.664 -1.420 5.436 0.100
H 0.312 0.276 5.859 0.107
H -0.952 -0.959 5.962 0.112
H -1.909 0.638 2.857 0.057
H -2.616 -0.350 4.162 0.111
H -1.777 1.155 4.550 0.113
H 1.794 0.860 4.088 0.089
H 2.613 -0.534 4.821 0.104
H 3.254 0.181 3.344 0.094
H 1.530 -2.829 2.096 0.043
H 3.121 -2.051 2.192 0.078
H 2.392 -2.749 3.649 0.112
H -0.443 -3.653 -1.343 0.088
H -2.131 -3.758 -1.846 0.149
H -0.346 -2.655 -3.499 0.149
H -1.975 -2.021 -3.367 0.083
H 0.972 0.717 -5.468 0.092
H -0.245 -0.052 -6.478 0.114
H -0.486 1.624 -5.955 0.108
H -2.768 -0.349 -3.873 0.075
H -2.610 0.439 -5.438 0.115
H -2.190 -1.268 -5.288 0.113
H 2.210 -0.450 -2.656 0.046
H 2.688 0.863 -3.744 0.108
H 2.615 1.142 -1.998 0.088
H -0.494 2.611 -3.587 0.107
H 0.970 3.069 -2.701 0.097
H 1.095 2.583 -4.382 0.095
H -1.193 3.069 2.630 0.087
H 0.455 2.457 2.754 0.089
H 0.132 3.954 1.856 0.114
H 0.787 1.840 -0.820 0.072
H 1.618 2.206 0.711 0.126
H 1.077 0.630 0.519 0.011
Se 1.912 -2.237 -0.602 0.826
C 3.590 -1.319 -0.431 -0.601
C 3.782 -0.200 0.373 -0.167
C 5.026 0.412 0.410 -0.057
C 6.075 -0.094 -0.350 -0.040
C 5.881 -1.219 -1.137 -0.037
C 4.638 -1.839 -1.182 -0.114
H 2.979 0.168 1.000 0.055
H 5.187 1.278 1.040 0.116
H 7.045 0.384 -0.316 0.123
H 6.700 -1.626 -1.716 0.125
H 4.494 -2.721 -1.793 0.109
```